{"formula": "C19H35GeN3O6SSiV", "method": "wB97M-V/def2-TZVPD", "elements": ["V", "O", "C", "C", "C", "C", "C", "C", "N", "H", "H", "H", "H", "H", "H", "H", "O", "C", "O", "C", "O", "O", "C", "Si", "C", "C", "O", "H", "H", "H", "H", "H", "H", "H", "H", "H", "C", "N", "C", "C", "N", "C", "S", "H", "H", "H", "H", "H", "H", "H", "H", "C", "Ge", "C", "C", "C", "H", "H", "H", "H", "H", "H", "H", "H", "H", "H", "H"], "positions_angstrom": [[0.30, 0.24, 0.08], [0.66, 0.29, 2.32], [1.75, -0.59, 2.52], [2.77, -0.45, 1.43], [4.12, -0.59, 1.62], [5.01, -0.54, 0.53], [4.43, -0.37, -0.75], [3.08, -0.20, -0.88], [2.21, -0.20, 0.19], [0.99, 1.28, 2.43], [1.33, -1.60, 2.49], [2.22, -0.44, 3.50], [4.48, -0.74, 2.63], [6.07, -0.64, 0.66], [5.04, -0.35, -1.64], [2.62, -0.05, -1.85], [-0.85, 4.11, 0.73], [0.04, 3.30, 0.96], [0.13, 2.14, 0.38], [1.14, 3.60, 2.04], [1.46, 4.77, 2.22], [1.53, 2.59, 2.71], [-2.48, -3.38, 1.23], [-0.77, -3.08, 0.49], [0.45, -4.01, 1.61], [-0.72, -3.99, -1.16], [-0.44, -1.54, 0.33], [-2.71, -4.44, 1.29], [-3.24, -2.87, 0.64], [-2.54, -2.96, 2.24], [0.23, -5.08, 1.59], [0.39, -3.67, 2.65], [1.48, -3.86, 1.27], [-0.88, -5.06, -1.03], [0.24, -3.84, -1.65], [-1.50, -3.61, -1.84], [-4.12, 3.34, 0.87], [-3.55, 2.43, 1.84], [-2.75, 2.98, 2.94], [-1.94, 1.76, 3.42], [-2.39, 0.69, 2.53], [-3.23, 1.15, 1.57], [-3.81, 0.22, 0.31], [-4.87, 3.98, 1.36], [-4.60, 2.75, 0.10], [-3.33, 3.96, 0.44], [-3.41, 3.37, 3.72], [-2.12, 3.78, 2.57], [-2.18, 1.51, 4.46], [-0.87, 1.92, 3.35], [-1.77, -0.07, 2.30], [1.91, 1.35, -4.09], [0.41, 0.14, -3.67], [-0.86, 0.49, -5.16], [1.07, -1.69, -3.98], [-0.41, 0.39, -1.95], [2.05, 1.39, -5.18], [2.86, 1.04, -3.65], [1.70, 2.36, -3.74], [-0.40, 0.29, -6.13], [-1.19, 1.53, -5.13], [-1.75, -0.15, -5.06], [1.39, -1.81, -5.02], [0.29, -2.42, -3.77], [1.92, -1.91, -3.33], [-1.24, -0.32, -1.91], [-0.86, 1.39, -2.00]], "s_squared": 3.78, "orbital_gap_ev": [4.55, 7.44], "spin_multiplicity": 4, "homo_energy_ev": [0.21, -2.68], "charge": -2, "lumo_energy_ev": [4.8, 4.8]}

---

{"formula": "C19H36BeF4O17", "method": "wB97M-V/def2-TZVPD", "elements": ["Be", "F", "C", "O", "O", "C", "F", "F", "F", "C", "C", "H", "H", "H", "H", "H", "H", "C", "O", "C", "O", "O", "C", "H", "H", "H", "H", "H", "H", "C", "O", "C", "O", "O", "C", "H", "H", "H", "H", "H", "H", "C", "O", "C", "O", "O", "C", "H", "H", "H", "H", "H", "H", "C", "O", "C", "O", "O", "C", "H", "H", "H", "H", "H", "H", "C", "O", "C", "O", "O", "C", "H", "H", "H", "H", "H", "H"], "positions_angstrom": [[6.45, -15.45, 36.54], [5.33, -11.56, 36.11], [7.75, -22.06, 38.43], [6.46, -22.73, 38.23], [7.57, -20.79, 37.81], [8.17, -22.14, 39.99], [7.57, -21.28, 40.89], [8.04, -23.42, 40.34], [9.46, -21.85, 40.16], [6.33, -24.12, 37.92], [4.85, -24.30, 37.58], [4.39, -25.25, 37.85], [4.30, -23.60, 38.21], [4.80, -24.12, 36.51], [6.71, -24.84, 38.64], [6.88, -24.29, 36.99], [8.55, -22.67, 38.01], [8.68, -14.16, 30.34], [9.20, -15.47, 30.04], [8.84, -16.50, 30.86], [8.20, -16.37, 31.84], [9.28, -17.59, 30.37], [9.34, -18.85, 31.01], [9.39, -13.53, 30.86], [7.75, -14.23, 30.90], [8.39, -13.67, 29.40], [10.10, -19.34, 30.40], [8.47, -19.50, 31.06], [9.71, -18.62, 32.01], [9.86, -15.04, 43.83], [9.78, -13.67, 43.58], [9.50, -13.19, 42.29], [9.26, -13.93, 41.33], [9.50, -11.90, 42.37], [8.97, -11.18, 41.27], [8.89, -15.54, 43.83], [10.36, -15.21, 44.78], [10.54, -15.45, 43.08], [9.65, -10.41, 40.90], [8.03, -10.79, 41.64], [8.63, -11.70, 40.38], [2.09, -12.70, 40.54], [1.45, -13.94, 40.95], [2.07, -15.05, 40.73], [3.16, -15.25, 40.12], [1.30, -16.03, 41.17], [1.51, -17.24, 40.58], [1.34, -11.99, 40.88], [2.25, -12.42, 39.50], [2.89, -12.51, 41.25], [0.60, -17.76, 40.86], [2.40, -17.70, 40.99], [1.67, -17.20, 39.50], [13.48, -15.53, 36.09], [13.94, -14.12, 36.25], [12.98, -13.20, 36.35], [11.72, -13.38, 36.32], [13.46, -11.91, 36.41], [14.87, -11.68, 36.27], [13.05, -15.89, 37.03], [14.35, -16.08, 35.74], [12.70, -15.60, 35.34], [15.39, -11.99, 35.36], [15.44, -11.91, 37.17], [14.91, -10.59, 36.23], [0.14, -15.61, 34.81], [0.39, -16.74, 34.05], [1.42, -17.61, 34.32], [2.31, -17.34, 35.09], [1.44, -18.57, 33.38], [2.64, -19.36, 33.35], [-0.04, -14.64, 34.33], [1.06, -15.32, 35.33], [-0.73, -15.74, 35.46], [2.94, -19.62, 34.37], [3.55, -19.04, 32.84], [2.39, -20.30, 32.85]], "orbital_gap_ev": 1.98, "homo_energy_ev": -8.43, "charge": 0, "lumo_energy_ev": -6.4}

---

Quick rundown of largest force on an atom, same order as above: 0.629, 5.216 eV Å⁻¹
Quick rundown of energy above the lowest of the compared OMol25 structures with the same formula, charge and spin, same order as above: 20.9, 39.4 kcal per mole